## i
Here is C8H9NO2S in the gas phase from OMol25. Energies are from ωB97M-V with the def2-TZVPD basis set.

Cartesian coordinates (Å):
C 0.50 0.74 -0.09
C -3.25 0.71 -0.74
C -1.97 1.20 -0.70
O 0.69 1.99 0.56
C -0.90 0.28 -0.22
H -2.98 -2.43 0.40
H -0.12 2.15 0.99
S 3.23 0.27 -0.59
H 3.94 -0.59 1.91
H 2.49 -1.38 1.20
N -3.49 -0.61 -0.19
O 3.94 -0.89 -1.14
C -2.62 -1.46 0.03
C 2.95 -0.31 1.15
H -4.10 1.21 -1.13
H 2.30 0.33 1.72
C -1.27 -1.04 0.15
H -1.60 2.25 -1.17
C 1.40 0.08 -1.05
H -0.35 -1.66 0.53
H 1.20 -0.85 -1.63

## Properties
HOMO level: -8.901 eV
LUMO: -0.432 eV
total charge: 0


## ii
Here is C8H9NO2S in the gas phase from OMol25. Energies are from ωB97M-V with the def2-TZVPD basis set.

Cartesian coordinates (Å):
H 1.04 -1.22 -2.02
C -2.59 -1.12 3.11
H -0.66 1.89 -1.90
H 0.96 2.21 0.70
H 1.70 0.55 0.98
C -2.51 -1.03 0.67
O -3.01 -1.02 1.84
H 2.03 -1.23 -0.54
C 1.71 -0.57 -1.42
H 0.12 0.96 -3.09
O -2.79 -0.30 3.92
N -1.35 -3.24 1.92
H 0.96 2.28 -2.17
S -1.45 -2.68 3.26
H 2.25 1.93 -0.48
H 2.72 -0.24 -1.97
C 0.80 0.53 -0.92
C -0.42 -0.07 -0.31
C 1.52 1.34 0.17
C -1.35 -0.44 0.39
C 0.33 1.48 -2.13

## Properties
HOMO level: -7.866 eV
LUMO: -1.706 eV
total charge: 0


List of relative energies, unit kJ/mol: i 0.0; ii 357.2


## i
Here is a 5-piece molecular cluster, C5H15N5O10 overall from OMol25. Energies are from ωB97M-V with the def2-TZVPD basis set.

Cartesian coordinates (Å):
H -1.57 -1.19 -5.08
O -0.41 0.80 -0.42
C 3.45 2.44 0.74
H 2.55 2.06 1.22
O -0.61 4.78 2.96
O -0.65 -3.09 1.02
C 1.32 -0.70 -0.30
N 0.00 -0.27 -0.83
O -0.91 -4.26 2.80
N 4.60 1.58 1.15
O 5.45 2.00 1.90
C -1.69 3.31 1.56
H -2.00 2.85 2.49
H -2.41 -1.67 -3.54
H -2.97 -2.85 2.84
N -1.12 -3.29 2.12
O -0.52 -0.92 -1.70
H 1.64 -1.58 -0.86
O -1.34 -4.15 -4.89
H 1.26 -0.91 0.76
H 2.03 0.10 -0.45
O -3.26 -3.29 -5.29
H -1.46 2.62 0.75
H -2.48 3.93 1.14
N -2.12 -3.22 -4.87
H -2.28 -1.50 1.96
H -0.74 -2.12 -3.81
H 3.50 2.50 -0.34
C -2.06 -2.28 2.68
N -0.54 4.16 1.93
H -1.66 -1.96 3.64
O 0.40 4.20 1.17
O 4.61 0.47 0.66
C -1.69 -1.94 -4.30
H 3.67 3.41 1.19

## Properties
HOMO level: -10.907 eV
structure (SMILES): C[N+](=O)[O-].C[N+](=O)[O-].C[N+](=O)[O-].C[N+](=O)[O-].C[N+](=O)[O-]
LUMO: -0.405 eV
total charge: 0


## ii
Here is a 5-piece molecular cluster, C5H15N5O10 overall from OMol25. Energies are from ωB97M-V with the def2-TZVPD basis set.

Cartesian coordinates (Å):
C 1.08 -0.72 0.92
O 2.79 0.21 -0.36
O -2.17 4.17 0.98
H 0.27 -2.67 -3.34
H 1.70 1.83 -5.01
O -0.43 -1.97 4.01
O 3.92 0.55 -5.28
C -2.72 2.61 2.58
H 0.59 -1.64 0.59
H -3.67 2.26 2.19
C 2.00 1.22 -4.16
O -0.93 2.43 1.11
H -2.13 1.95 3.20
H -1.45 0.37 4.97
O 0.52 -1.61 5.89
H 1.82 -0.90 1.69
H -0.84 -1.66 -2.33
N -1.84 3.14 1.49
N 1.58 0.03 -0.28
H -2.86 3.49 3.22
N -1.79 -3.05 -3.50
H -0.04 0.53 3.85
N -0.09 -1.25 4.91
O -2.52 -3.92 -3.08
C -0.39 0.19 4.82
H 0.11 0.76 5.59
N 3.02 0.21 -4.56
H 2.46 1.85 -3.40
C -0.59 -2.65 -2.70
H -0.56 -3.33 -1.85
O 0.74 0.26 -1.12
H 1.18 0.69 -3.70
O -1.96 -2.43 -4.54
H 0.32 -0.05 1.32
O 2.86 -0.92 -4.13

## Properties
HOMO level: -10.972 eV
structure (SMILES): C[N+](=O)[O-].C[N+](=O)[O-].C[N+](=O)[O-].C[N+](=O)[O-].C[N+](=O)[O-]
LUMO: -0.326 eV
total charge: 0


List of relative energies, unit kJ/mol: i 0.0; ii 19.5


## i
Here is a 2-piece molecular cluster, C2H8N overall from OMol25. Energies are from ωB97M-V with the def2-TZVPD basis set.

Cartesian coordinates (Å):
H -1.29 -0.68 -1.23
H 0.37 0.78 2.42
C -0.53 0.09 -1.29
H 1.10 -1.27 -1.25
H 1.53 0.52 -1.37
H -1.15 0.41 1.91
H 0.13 0.15 0.86
N -0.17 0.12 1.86
C 0.77 -0.24 -1.26
H -0.83 1.12 -1.41
H -0.03 -0.82 2.24

## Properties
HOMO level: -14.928 eV
LUMO: -4.093 eV
total charge: +1


## ii
Here is a 2-piece molecular cluster, C2H8N overall from OMol25. Energies are from ωB97M-V with the def2-TZVPD basis set.

Cartesian coordinates (Å):
H 2.56 1.56 0.03
H 1.87 0.34 -1.08
C -1.87 -0.27 0.31
H 1.15 0.64 0.49
N -0.77 -0.84 -0.18
H -0.97 -1.32 -1.08
H 2.73 -0.18 0.41
H -2.67 -1.05 0.45
H -2.40 0.28 -0.53
C 2.10 0.57 -0.05
H -1.73 0.28 1.23

## Properties
HOMO level: -16.662 eV
LUMO: -9.927 eV
total charge: +1


List of relative energies, unit kJ/mol: i 0.0; ii 448.4